ORCA calculation (ωB97M-V/def2-TZVPD) on a cluster of 12 separate species, C42H70Cl22NO4P2 in total at a distorted geometry.

Its LUMO energy is 1.23 eV. As for the HOMO energy: -5.37 eV. As for the total charge: -1. The multiplicity is 1. For the gap between HOMO and LUMO, the calculation gives 6.603 eV.

CARTESIAN COORDINATES (ANGSTROEM)
Cl -6.9993 9.7377 5.5139
Cl 3.6288 -3.3992 -3.8737
Cl 4.5622 -0.1163 -3.8054
Cl 6.2804 -0.0683 1.8908
Cl -2.6718 -5.0278 -4.0116
Cl 4.5735 -7.7838 -1.6154
Cl -3.6174 2.2624 7.2356
Cl -11.4577 0.2756 6.7386
Cl -5.5760 3.0474 -8.4098
Cl 6.7628 -5.4904 -3.8708
Cl -5.1821 0.0917 -6.7471
Cl 8.4769 -11.3704 -2.6126
Cl 9.4548 -8.0999 -2.5465
Cl 4.8267 5.7718 0.2657
Cl 8.3086 -2.6110 2.9006
Cl -7.2634 7.6018 2.8665
Cl 1.9091 7.3202 -0.5549
Cl -3.3304 -2.5788 -1.7375
Cl -4.0726 5.1766 5.5693
Cl -10.4865 3.5518 6.6839
Cl 5.8909 -9.3935 -4.3169
Cl 7.0973 -3.3644 -1.2146
P -5.0290 0.4506 -1.4266
P 0.4852 0.2511 -1.2896
O -5.7731 2.3885 0.7236
O -6.4433 2.2493 4.6193
O -1.6858 3.6659 3.0111
O -6.4517 0.4806 3.3125
N -4.7418 0.1005 -2.9587
C -3.6194 2.3652 3.4555
C 0.7216 4.1099 -0.1833
C 6.3263 -4.9721 -1.2188
C -5.9847 1.5869 3.6696
C -1.0009 1.6565 0.7751
C -10.1297 0.9906 5.7736
C 10.5007 -9.5272 -2.7362
C -0.4759 -0.7731 -3.7952
C 7.0044 -5.9350 -2.1600
C -4.7591 2.0305 2.8629
C 3.7705 -9.0113 -2.6279
C -7.7042 8.0976 5.5194
C 8.0445 0.0002 2.1280
C 4.7372 -10.0549 -3.1326
C -2.6436 -4.1884 -1.4063
C -1.7534 -4.6670 -2.5275
C 2.8273 7.5047 0.9578
C -2.2556 2.0150 1.3121
C -2.2500 0.5851 -1.0675
C -4.7967 2.0626 1.3448
C -5.5583 1.6780 -6.0341
C 9.8261 -10.6311 -3.5132
C -4.9041 4.6625 7.0523
C -6.9922 7.1635 4.5728
C 1.6618 -0.4967 -0.0450
C -6.4310 2.5174 -6.9340
C 4.9502 -2.6424 -4.7974
C 8.7181 -1.3007 1.7654
C 0.3049 2.0340 1.4586
C -3.4936 0.9580 -0.5319
C -0.0849 -1.1832 -2.3222
C -1.0419 0.8977 -0.4340
C -2.4143 2.7800 2.6363
C -0.3804 4.8903 0.5683
C 4.3167 7.4135 0.7349
C -4.0026 3.8496 7.9447
C 0.3019 3.7144 -1.6430
C -9.4382 2.1131 6.4995
C 5.6228 -1.5313 -4.0298
C -3.4691 1.6691 0.6744
C 2.6093 -1.5690 -0.6425
C 1.3118 2.8841 0.6045
H 2.2985 0.2743 0.4236
H -5.2210 5.5683 7.5708
H 3.3796 -1.8204 0.1006
H -6.0731 1.4844 -5.0934
H 2.0331 3.3122 1.3308
H -4.6185 2.1762 -5.8084
H -0.3136 0.2946 -3.9969
H 4.5356 -2.2860 -5.7386
H 9.8003 -1.1778 1.8014
H -5.5879 -0.6692 -0.7505
H -3.0670 4.3678 8.1461
H -6.7396 3.4199 -6.4080
H 3.2741 -8.4958 -3.4473
H 0.5183 4.5990 -2.2730
H 2.4803 6.7440 1.6555
H -1.0042 -1.6236 -1.8886
H -0.7439 3.3907 -1.7168
H 5.9470 -1.8637 -3.0482
H 6.3875 -5.3511 -0.1986
H 8.2346 0.2728 3.1641
H 1.0167 2.9467 -1.9743
H -2.2994 0.0361 -2.0131
H -3.4675 -4.8765 -1.2280
H -5.0017 -0.8708 -3.1183
H -1.2550 -5.5899 -2.2316
H 9.4367 -10.2709 -4.4634
H 2.0030 -2.4838 -0.7873
H 1.0549 -0.8987 0.7925
H -3.5259 2.3257 4.5480
H 10.7990 -9.8618 -1.7448
H -7.3694 6.1489 4.7019
H -9.4171 0.1924 5.5734
H -7.6189 7.7212 6.5384
H 0.6380 -2.0080 -2.3932
H -5.7945 4.1038 6.7630
H 6.4978 -1.1874 -4.5812
H -1.3852 4.4862 0.3779
H 5.3086 -10.4992 -2.3194
H 0.7940 1.0774 1.7262
H 5.2757 -4.8401 -1.4722
H -0.4030 5.9459 0.2408
H 0.1640 2.5635 2.4085
H 3.0090 -9.4833 -2.0083
H 3.0036 -1.2715 -1.6276
H 6.5825 -6.9361 -2.0360
H -2.0640 -4.1022 -0.4871
H 2.5740 8.4833 1.3641
H -9.1104 1.8076 7.4910
H 4.6470 8.1040 -0.0384
H -8.7606 8.1847 5.2749
H -1.5213 -1.0776 -3.9840
H -4.4992 3.6589 8.8960
H -5.9188 7.1537 4.7513
H 1.5686 4.8139 -0.3221
H -0.1236 4.8954 1.6387
H -7.3238 1.9767 -7.2411
H 11.3923 -9.1962 -3.2678
H 4.1863 -10.8483 -3.6365
H 0.1226 -1.3978 -4.4829
H 8.4447 -1.6258 0.7637
H 4.8414 7.6566 1.6584
H 10.5417 -11.4273 -3.7150
H -0.9911 -3.9299 -2.7731
H 5.6722 -3.4248 -5.0156
H -5.9815 1.4846 -1.4014
H -8.5637 2.4273 5.9311
H 8.4190 0.7988 1.4882
H -10.5455 1.3242 4.8262
H 8.0741 -5.9873 -1.9731
H 1.9062 2.2947 -0.1095

---

ORCA calculation (ωB97M-V/def2-TZVPD) on a cluster of 8 separate species, C21H48O8S3 in total at a distorted geometry.

Its LUMO energy (alpha / beta) is -3.25 / -7.85 eV. As for the HOMO energy (alpha / beta): -10.52 / -10.52 eV. As for the total charge: +1. The multiplicity is 2. For the gap between HOMO and LUMO (alpha / beta), the calculation gives 7.270 / 2.668 eV.

CARTESIAN COORDINATES (ANGSTROEM)
S -5.2991 3.5718 0.8196
S 4.6982 -3.8039 -1.8012
S -0.5277 -6.3759 -0.7124
O 2.0341 5.7866 1.7468
O 0.4292 -6.3207 -1.8622
O 2.9034 -2.5829 1.1268
O 0.7371 0.5255 0.7272
O 5.9820 -4.3349 -2.4811
O -0.0770 4.2910 -3.1147
O -6.1195 3.4594 2.0742
O -0.7535 0.8944 5.5389
C -1.1963 1.2333 -0.6076
C -4.9533 1.8736 0.1961
C -2.0927 4.6590 -4.4448
C -1.7233 -7.7558 -1.1221
C 3.7107 -0.4755 1.8214
C 1.0531 1.2910 3.8999
C -0.0544 -0.9293 -1.1275
C -0.8744 -0.4707 3.6064
C -0.3628 2.7280 -4.7149
C 4.9539 -2.7150 2.3548
C -0.2415 0.6528 4.4370
C -0.8226 3.9203 -4.0452
C 3.8901 -2.4764 -2.8566
C -0.0374 0.2932 -0.2987
C 3.4252 -5.1403 -1.8379
C 3.8507 -1.9582 1.6169
C 0.2729 4.0289 1.6834
C -6.5918 4.0353 -0.4736
C 1.3442 4.9570 2.3792
C 1.3253 4.9903 3.8607
C -1.8541 -5.1104 -0.9035
H 5.9359 -2.2627 2.2168
H 0.1274 2.0909 -3.9788
H -4.4403 1.8303 -0.7646
H -1.0088 2.0214 -1.3369
H -0.7127 4.1332 2.1371
H -1.0755 2.1081 -5.2588
H -2.1746 4.7220 -5.5299
H 2.7136 -4.8606 -1.0611
H -5.9927 4.3208 -1.3383
H 0.4577 3.0609 -5.3507
H 4.4233 -1.5352 -2.9903
H 1.4900 1.8104 4.7528
H 4.4357 -0.1581 2.5708
H -7.1605 4.8796 -0.0840
H 3.8766 -0.0526 0.8305
H 2.9947 -2.0989 -2.3630
H -1.6024 -4.1384 -0.4793
H -7.1636 3.1666 -0.8000
H 0.7246 4.1365 4.1744
H 0.6797 3.0202 1.6117
H 2.6689 -0.2662 2.0638
H -0.8844 -1.5704 -0.8306
H -1.3806 -0.0510 2.7370
H -2.3926 -7.7499 -1.9824
H -0.3495 -0.6801 -2.1467
H -1.8950 5.6791 -4.1156
H -1.7339 -0.9416 4.0834
H 5.1286 -3.6450 1.8138
H 3.0572 -5.2210 -2.8607
H 3.8261 -6.1179 -1.5702
H -2.3104 -7.8636 -0.2101
H -2.1149 0.6807 -0.8053
H -2.7903 -5.4239 -0.4417
H -5.8742 1.2916 0.1618
H -2.9121 4.0876 -4.0086
H 1.8472 0.6164 3.5800
H 2.3321 4.6626 4.1197
H -0.1367 -1.1790 3.2294
H -1.1251 -8.6388 -1.3474
H 0.2414 4.4007 0.6592
H 0.7786 2.1190 3.2463
H -1.3449 1.8673 0.2665
H 1.0625 5.9506 4.3042
H 4.7148 -2.8612 3.4082
H 3.6491 -2.9130 -3.8258
H 0.7658 -1.6270 -0.9580
H -4.3242 1.3928 0.9452
H -2.0606 -4.9346 -1.9592